(1)
DFT (wB97M-V/def2-TZVPD) results for C21H20N2O5PPt as an isolated structure.

## Properties
E_LUMO (alpha / beta): -0.0958 / -0.1859 hartree
multiplicity: 3
orbital gap (alpha / beta): 8.24 / 7.11 eV
charge: +1

Atoms and positions in Å:
Pt 1.1717 0.2334 -1.1034
O 3.3234 3.7405 -0.1123
C 2.4348 2.7721 -0.0768
O 1.5618 2.6273 -0.9139
C 2.5483 1.9017 1.1660
O 2.3798 0.5127 0.8721
C 3.6197 -0.2116 0.6129
C 4.0023 -0.2393 -0.8586
O 5.0153 -0.8135 -1.1720
O 3.1851 0.3803 -1.6830
H 3.1766 4.2757 -0.9112
H 3.4965 2.0655 1.6710
H 1.7290 2.1872 1.8287
H 4.4244 0.2183 1.2053
H 3.4472 -1.2328 0.9461
N -0.9561 -1.7483 -0.1381
P -0.9429 -0.0623 -0.3367
C -2.5076 0.3489 -1.1005
C -3.6950 0.1603 -0.3870
C -4.9069 0.4620 -0.9840
C -4.9346 0.9678 -2.2801
C -3.7571 1.1670 -2.9838
C -2.5391 0.8570 -2.3947
C -1.0209 0.6525 1.3189
C -0.6683 -0.0737 2.4502
C -0.6236 0.5560 3.6886
C -0.9212 1.9068 3.7940
C -1.2736 2.6358 2.6628
C -1.3221 2.0124 1.4263
C 0.0544 -2.5854 -0.6003
C -0.0881 -3.9712 -0.5657
C 0.9248 -4.7494 -1.0787
C 2.0588 -4.1500 -1.6229
C 2.1344 -2.7793 -1.6153
N 1.1535 -2.0143 -1.0976
H -1.8153 -2.2078 0.1267
H -3.6740 -0.2028 0.6352
H -5.8292 0.3156 -0.4376
H -5.8828 1.2151 -2.7391
H -3.7845 1.5647 -3.9893
H -1.6160 1.0092 -2.9419
H -0.4210 -1.1250 2.3685
H -0.3622 -0.0124 4.5715
H -0.8827 2.3941 4.7594
H -1.5161 3.6870 2.7471
H -1.6057 2.5796 0.5460
H -0.9823 -4.4141 -0.1483
H 0.8300 -5.8274 -1.0664
H 2.8659 -4.7329 -2.0412
H 2.9910 -2.2529 -2.0167

Atoms 1-3, force components in eV/Å:
0.1270 -0.0441 -0.1258
0.0476 0.0887 0.0165
-0.3271 -0.0515 -0.1285

These are the Löwdin partial charges, in e, on atoms 1 to 2: Pt 1.2072; O 0.1819

---

(2)
DFT (wB97M-V/def2-TZVPD) results for C5H10O in the gas phase in a non-equilibrium geometry.

## Properties
E_LUMO: 0.0367 hartree
orbital gap: 11.08 eV
SMILES: C[C@H]1CC[C@H]1O

Atoms and positions in Å:
C -1.6536 -0.5521 -0.1144
C -0.2286 -0.6840 0.3817
C 0.9109 -0.8825 -0.6634
C 1.5349 0.4420 -0.1602
C 0.4231 0.6587 0.8600
O -0.1357 1.9839 0.3659
H -2.3033 -0.1724 0.6832
H -1.6985 0.1468 -0.9579
H -2.0564 -1.5089 -0.4577
H -0.1784 -1.4713 1.1503
H 1.4880 -1.8083 -0.5253
H 0.5951 -0.8500 -1.7145
H 2.6062 0.5637 0.0307
H 1.0841 1.3259 -0.6666
H 0.5783 0.8296 1.9290
H -0.9661 1.9787 -0.1409

Atoms 1-3, force components in eV/Å:
-0.0980 -0.0110 -0.0701
-0.2294 0.2406 0.0367
-0.0557 0.1020 -0.0401

These are the Löwdin partial charges, in e, on atoms 1 to 2: C -0.0781; C -0.3097

---

(3)
DFT (wB97M-V/def2-TZVPD) results for C14H15ClN2O4 in the gas phase in a non-equilibrium geometry.

## Properties
E_LUMO: 0.0208 hartree
orbital gap: 8.83 eV
SMILES: COC(=O)CN(C)[C@@H]1CC(=O)N(c2ccc(Cl)cc2)C1=O

Atoms and positions in Å:
C 4.5823 -0.6957 2.3542
O 3.3091 -0.6381 1.4743
C 2.8852 -1.4055 0.7181
O 3.5057 -2.3990 0.5118
C 1.6053 -0.8718 -0.1008
N 1.8881 0.1656 -1.0533
C 2.4500 -0.4797 -2.2144
C 0.9152 1.2253 -1.0993
C 0.7011 2.0695 0.2144
C -0.6757 1.6476 0.7325
O -1.0215 2.2131 1.6062
N -1.2269 0.6666 -0.1827
C -2.5835 0.4481 0.0154
C -3.6517 1.2440 0.5441
C -4.8708 0.8801 0.3199
C -5.0518 -0.6083 0.3203
Cl -6.7245 -1.1235 0.5121
C -4.1217 -1.6775 -0.0873
C -2.8126 -0.8484 -0.2971
C -0.4877 0.4749 -1.4544
O -0.8845 -0.2639 -2.1007
H 4.7346 -1.7331 2.6302
H 5.5110 -0.4391 1.5421
H 4.6420 -0.0243 3.0690
H 1.1172 -1.8384 -0.4313
H 1.0253 -0.2873 0.8427
H 1.5565 -0.7483 -2.7391
H 2.7193 0.4560 -2.9288
H 3.2223 -1.3302 -2.0933
H 1.1305 1.5854 -2.0511
H 0.7246 3.0809 -0.2329
H 1.3818 1.9193 0.9992
H -3.3430 2.2750 0.5698
H -5.6887 1.3449 0.7588
H -4.3174 -2.5726 -0.1909
H -2.1454 -1.7116 -0.4777

Atoms 1-3, force components in eV/Å:
1.6710 -3.8088 -8.3145
4.2424 11.4413 10.8234
-3.0920 -5.1002 -7.6723

These are the Löwdin partial charges, in e, on atoms 1 to 2: C 0.1057; O 0.0348

---

(4)
DFT (wB97M-V/def2-TZVPD) results for a 7-piece molecular cluster, H14O7 overall.

## Properties
E_LUMO: 0.0050 hartree
orbital gap: 10.99 eV
SMILES: O.O.O.O.O.O.O

Atoms and positions in Å:
O 3.0911 -1.6923 1.9099
H 2.9856 -1.0670 1.1732
H 2.2418 -2.1311 1.9997
O 2.7421 0.1293 -0.2380
H 2.3836 -0.0195 -1.1216
H 3.1694 0.9894 -0.2835
O -1.8296 0.0237 2.5072
H -2.3621 -0.4472 3.1571
H -2.0230 0.9558 2.6630
O 1.6317 -0.4074 -2.9649
H 1.3378 -0.2094 -3.8595
H 0.9009 -0.1063 -2.4077
O -3.9584 -0.9259 0.7490
H -3.0493 -0.6948 0.9814
H -3.8886 -1.6872 0.1668
O -0.2495 0.3663 0.1339
H 0.4970 -0.2349 0.2192
H -0.6887 0.3364 0.9952
O -1.0288 2.6407 -1.8018
H -1.2232 1.8221 -1.3271
H -0.6799 2.3594 -2.6513

Atoms 1-3, force components in eV/Å:
-0.0049 0.0696 -0.0323
0.0432 -0.1485 0.0981
-0.0035 -0.0117 0.0097

These are the Löwdin partial charges, in e, on atoms 1 to 2: O -0.0733; H -0.0192

---

(5)
DFT (wB97M-V/def2-TZVPD) results for C38H45N6O3SSeV as an isolated structure in a non-equilibrium geometry.

## Properties
E_LUMO (alpha / beta): 0.0827 / 0.0826 hartree
multiplicity: 4
orbital gap (alpha / beta): 5.17 / 5.78 eV
charge: -1

Atoms and positions in Å:
V 0.3199 0.0709 0.2039
S -1.5471 -3.7360 1.4660
C -0.3887 -3.2137 2.6783
C -0.0587 -1.9212 2.6080
C -0.7062 -1.1395 1.5252
C -1.2027 -2.1769 0.5567
C -0.3219 -2.4281 -0.4977
C -0.3790 -3.5871 -1.3245
C 0.6579 -3.8848 -2.1601
C 1.7729 -3.0308 -2.1855
C 1.7085 -1.8509 -1.4802
N 0.6876 -1.5049 -0.6968
H -0.0585 -3.9400 3.4014
H 0.5810 -1.4549 3.3391
H -1.2362 -4.2399 -1.2321
H 0.6285 -4.7686 -2.7846
H 2.6484 -3.2845 -2.7612
H 2.5351 -1.1474 -1.5047
O 6.1243 -0.8316 4.3634
C 5.0079 -0.5535 5.1792
C 3.8210 -0.0881 4.3750
C 2.5960 0.0827 5.0452
C 1.5271 0.5688 4.3138
N 1.5647 0.8595 3.0309
C 2.7345 0.6793 2.3586
C 3.8878 0.2043 3.0369
C 2.7234 1.1338 1.0023
C 3.8740 1.2986 0.1988
C 3.8261 2.1135 -0.9116
C 5.0294 2.3372 -1.7866
O 5.9830 3.2145 -1.2020
C 2.6253 2.8218 -1.1601
C 1.4996 2.4821 -0.4426
N 1.4958 1.5813 0.5423
H 6.8336 -1.1499 4.9301
H 5.2636 0.2360 5.9100
H 4.7197 -1.4517 5.7515
H 2.5008 -0.1610 6.0931
H 0.5685 0.7410 4.7940
H 4.8198 0.0753 2.5106
H 4.8003 0.8047 0.4618
H 4.7113 2.7438 -2.7594
H 5.5647 1.4010 -1.9662
H 5.5004 3.9841 -0.8811
H 2.5799 3.5725 -1.9374
H 0.5468 2.9577 -0.6570
C 0.1370 -1.0648 -4.5423
N 1.0219 -0.3761 -3.6346
C 2.3366 -0.2356 -4.2142
C 0.4935 0.9199 -3.2267
C -0.8670 0.8511 -2.5723
C -1.9561 1.1047 -3.4031
C -3.2518 1.1325 -2.9264
C -3.4607 0.9137 -1.5779
C -2.3781 0.6659 -0.7537
C -1.0594 0.5967 -1.2042
H 0.0252 -0.5345 -5.5075
H -0.8378 -1.1669 -4.0712
H 0.5337 -2.0604 -4.7349
H 2.3151 0.2981 -5.1814
H 2.7627 -1.2257 -4.3748
H 2.9814 0.3156 -3.5310
H 0.4201 1.5905 -4.1099
H 1.2134 1.3567 -2.5297
H -1.7782 1.2750 -4.4591
H -4.0804 1.3377 -3.5933
H -4.4639 0.9454 -1.1698
H -2.5537 0.5263 0.3015
C -3.7929 -1.2917 2.0941
C -2.7385 -0.4368 2.8016
C -2.3938 -0.9906 4.1864
O -1.5868 -0.1216 2.0258
H -4.7116 -1.2694 2.6781
H -3.4699 -2.3220 1.9889
H -3.9956 -0.8991 1.1005
H -3.1821 0.5566 2.9536
H -2.1706 -2.0512 4.1390
H -3.2331 -0.8400 4.8624
H -1.5268 -0.4619 4.5778
C -4.3951 3.0277 1.3495
N -3.3403 3.1623 2.3106
C -3.4066 2.7122 3.6028
C -2.1772 2.8591 4.1498
N -1.3640 3.3990 3.1940
C 0.0465 3.6290 3.3173
C -2.0813 3.5931 2.0676
Se -1.5374 4.4985 0.5969
H -5.2836 3.5736 1.6752
H -4.6426 1.9709 1.2279
H -4.0528 3.4232 0.3945
H -4.3223 2.3521 4.0237
H -1.8264 2.6126 5.1305
H 0.2938 3.8106 4.3647
H 0.3124 4.5008 2.7164
H 0.5974 2.7502 2.9460

Atoms 1-3, force components in eV/Å:
-1.7788 1.2794 1.6674
0.1150 0.2639 -0.3244
-0.0492 -0.0558 -0.2047

These are the Löwdin partial charges, in e, on atoms 1 to 2: V 0.9388; S 0.9023

---

(6)
DFT (wB97M-V/def2-TZVPD) results for C23H44N4O5S as an isolated structure in a non-equilibrium geometry.

## Properties
E_LUMO: -0.0183 hartree
orbital gap: 8.32 eV

Atoms and positions in Å:
C 1.5973 -1.0739 2.7979
C 2.0138 -0.6013 1.3850
C 0.9865 0.3051 0.6858
C 0.7148 -0.1283 -0.7699
C -0.5594 -0.9735 -0.9789
C -0.9223 -1.8490 0.2203
C -1.7694 -3.0647 -0.0683
C -2.8122 -3.4313 0.7533
C -3.1491 -2.6280 1.9815
O -2.0243 -2.6433 2.8367
O -2.2835 -1.8180 3.9655
C -3.6248 -4.5943 0.4768
C -4.7233 -5.0291 1.4091
C -4.1145 -5.6725 2.6441
O -5.1463 -5.9362 3.5859
C -3.3950 -5.3544 -0.6288
C -2.3243 -5.0487 -1.5044
N -1.9524 -5.7000 -2.5946
S -0.6498 -4.9170 -3.1566
N -0.5320 -3.7616 -2.0783
C -1.5234 -3.9107 -1.1926
H 1.2062 -2.0863 2.7537
H 0.8111 -0.4519 3.2124
H 2.4491 -1.1128 3.4660
H 2.9806 -0.1132 1.4697
H 2.1910 -1.4950 0.7943
H 1.4188 1.3010 0.6324
H 0.0746 0.4074 1.2634
H 1.5816 -0.6357 -1.1779
H 0.6019 0.7788 -1.3603
H -1.3689 -0.2679 -1.1524
H -0.4314 -1.5416 -1.8877
H -1.4587 -1.2234 0.9156
H -0.0455 -2.1859 0.7651
H -3.3807 -1.5966 1.6775
H -4.0194 -3.0022 2.5069
H -2.6834 -1.0107 3.6084
H -5.3649 -4.2088 1.7158
H -5.3258 -5.7888 0.9265
H -3.3879 -4.9879 3.0877
H -3.5637 -6.5704 2.3674
H -4.7336 -6.3721 4.3357
H -4.0058 -6.2231 -0.8197
C 4.6007 0.7951 -5.2111
C 3.3929 1.7254 -5.2599
C 3.2337 2.6017 -4.0089
O 2.7167 1.9267 -2.8795
C 3.6648 1.2079 -2.1125
N 2.1924 0.9322 -5.5392
H 4.4303 -0.0606 -4.5583
H 4.8105 0.4018 -6.2055
H 5.4915 1.3214 -4.8622
H 3.5421 2.4077 -6.1020
H 2.5057 3.3853 -4.2358
H 4.1770 3.1035 -3.7546
H 4.6339 1.7149 -2.0879
H 3.7885 0.1898 -2.4897
H 3.2823 1.1414 -1.0942
H 1.4032 1.5559 -5.6827
H 1.9560 0.4198 -4.6933
C -0.3117 6.9444 2.0492
C -0.7400 5.5636 2.5353
C 0.4251 4.5804 2.7194
O 0.9371 4.0386 1.5183
C 1.8759 4.8499 0.8369
N -1.7710 5.0402 1.6342
H -0.0637 6.9445 0.9881
H -1.1230 7.6584 2.1881
H 0.5553 7.3075 2.6047
H -1.1972 5.6936 3.5208
H 0.0557 3.7225 3.2882
H 1.2345 5.0308 3.3092
H 2.5006 5.4145 1.5349
H 1.3839 5.5359 0.1436
H 2.5165 4.1887 0.2527
H -2.1384 4.1722 2.0137
H -1.3136 4.7619 0.7699

Atoms 1-3, force components in eV/Å:
0.0688 -0.1776 -0.5273
-0.3548 -0.3352 0.8427
0.9553 -0.0704 -0.6970

These are the Löwdin partial charges, in e, on atoms 1 to 2: C -0.0975; C -0.2493

---

(7)
DFT (wB97M-V/def2-TZVPD) results for C2H6O3Y as an isolated structure in a non-equilibrium geometry.

## Properties
E_LUMO (alpha / beta): -0.0171 / -0.0375 hartree
multiplicity: 2
orbital gap (alpha / beta): 6.10 / 7.98 eV

Atoms and positions in Å:
O 0.0688 2.9564 0.2505
C -0.0157 1.8668 -0.6021
H -0.0311 2.1796 -1.6725
H -0.9942 1.3576 -0.4265
Y 1.9630 2.4132 1.1373
O 1.2114 1.0557 -0.3897
H 0.7941 -1.5526 -0.8067
C -0.6065 -2.0755 0.5385
O -0.2616 -1.5746 -0.7242
H -0.7621 -3.1703 0.5232
H 0.1676 -1.8691 1.3005
H -1.5337 -1.5871 0.8716

Atoms 1-3, force components in eV/Å:
1.5557 0.4588 1.2530
0.6058 -0.5435 -0.6103
0.2140 -0.0823 0.5324

These are the Löwdin partial charges, in e, on atoms 1 to 2: O -0.4601; C -0.5048

---

(8)
DFT (wB97M-V/def2-TZVPD) results for C7H7NO3 in the gas phase in a non-equilibrium geometry.

## Properties
E_LUMO: 0.0252 hartree
orbital gap: 9.71 eV
SMILES: O=C1O[C@@H]2C[C@@H]3CC=C1N3O2

Atoms and positions in Å:
O -2.9766 1.0788 0.4259
C -2.0018 0.4072 0.2761
O -1.8073 -0.7352 0.9200
C -0.7350 -1.6044 0.3287
C 0.7075 -1.1151 0.6264
C 1.0836 -0.1816 -0.6365
C 1.3598 1.2813 -0.3394
C -0.0315 1.8518 -0.2167
C -0.8050 0.7827 -0.4819
N -0.2330 -0.2140 -1.2884
O -0.9222 -1.3815 -1.0396
H -1.0849 -2.6935 0.6632
H 1.2419 -2.0574 0.6690
H 0.7207 -0.6884 1.6195
H 1.9335 -0.6752 -1.1398
H 1.8318 1.8341 -1.3084
H 1.9879 1.4508 0.5207
H -0.2694 2.6595 0.4010

Atoms 1-3, force components in eV/Å:
-0.4798 0.1908 0.3015
-0.5316 1.0539 -0.5556
0.7829 -1.7405 0.7823

These are the Löwdin partial charges, in e, on atoms 1 to 2: O 0.1546; C -0.4655

---

(9)
DFT (wB97M-V/def2-TZVPD) results for C4H14N2O2Si in the gas phase in a non-equilibrium geometry.

## Properties
E_LUMO: 0.0327 hartree
orbital gap: 9.57 eV
SMILES: CN[Si](NC)(OC)OC

Atoms and positions in Å:
C 1.5699 -0.5886 2.1103
N 0.7213 0.4241 1.5740
Si 0.0423 0.1925 -0.1142
N -0.3238 -1.4616 -0.3113
C -1.5917 -2.0694 0.1327
O -1.1545 1.1716 -0.4712
C -2.1041 2.0361 0.0089
O 1.2064 0.3562 -1.2245
C 1.2042 1.1250 -2.4668
H 1.3844 -0.6619 3.1928
H 1.2976 -1.6134 1.8521
H 2.7000 -0.5488 1.7756
H 1.1026 1.2613 1.8809
H 0.5016 -2.0961 -0.3145
H -1.6082 -2.2430 1.1634
H -2.3720 -1.3631 0.0285
H -1.8993 -2.9820 -0.4904
H -2.1310 2.9736 -0.5117
H -2.0305 2.2938 1.1567
H -3.1011 1.6414 -0.3514
H 2.1305 1.6391 -2.6268
H 0.4500 1.7939 -2.2887
H 1.0462 0.4123 -3.2142

Atoms 1-3, force components in eV/Å:
1.6671 -1.6521 0.2759
-1.7764 -1.4726 -2.8277
2.0649 -0.8768 1.9399

These are the Löwdin partial charges, in e, on atoms 1 to 2: C -0.2395; N -0.1235

---

(10)
DFT (wB97M-V/def2-TZVPD) results for C34H31F9IN5O5W as an isolated structure in a non-equilibrium geometry.

## Properties
E_LUMO (alpha / beta): -0.0372 / -0.0462 hartree
multiplicity: 3
orbital gap (alpha / beta): 7.02 / 7.58 eV

Atoms and positions in Å:
W 0.2237 0.4001 1.1727
C -0.5998 1.7297 3.0169
C -1.6196 1.7092 2.0321
C -2.0083 0.3636 1.7857
C -1.2607 -0.4601 2.6782
C -0.3729 0.3849 3.4220
C 0.4796 -0.0911 4.5516
C -1.4720 -1.9049 3.0042
C -3.0952 -0.0576 0.8475
C -2.2773 2.9137 1.4509
C 0.0277 2.9590 3.5820
H 0.9223 0.7471 5.0819
H 1.2938 -0.7260 4.2000
H -0.1329 -0.6653 5.2510
H -2.1723 -2.3841 2.3210
H -1.8859 -1.9832 4.0119
H -0.5330 -2.4624 2.9988
H -2.9550 0.3796 -0.1432
H -4.0673 0.2704 1.2210
H -3.1287 -1.1406 0.7335
H -2.7571 2.6972 0.4982
H -1.5829 3.7410 1.3169
H -3.0471 3.2499 2.1511
H -0.5696 3.3256 4.4219
H 0.0906 3.7431 2.8289
H 1.0372 2.7505 3.9158
N 2.1900 0.7072 0.1854
N 2.7180 -0.5759 -0.1248
C 2.3476 -1.5706 0.7924
O 2.8512 -2.6642 0.7611
O 1.3941 -1.1904 1.6262
H 2.2505 1.3106 -0.6255
H 2.6761 1.1443 1.0102
H 3.7111 -0.5857 -0.3178
I -2.1707 6.7230 -4.9278
C -1.4380 5.4593 -3.4441
C -0.4318 5.9075 -2.5987
C 0.0511 5.0621 -1.6126
C -0.4664 3.7796 -1.4723
C -1.4739 3.3442 -2.3250
C -1.9651 4.1818 -3.3145
C 0.0872 2.9051 -0.3900
O 0.9422 3.3041 0.3801
O -0.4083 1.6910 -0.3492
H -0.0282 6.9042 -2.7085
H 0.8341 5.3843 -0.9396
H -1.8768 2.3461 -2.2091
H -2.7496 3.8448 -3.9776
F 5.9581 0.1237 3.3748
C 4.7711 0.2168 2.7607
F 5.0207 0.2978 1.4298
F 4.1227 -0.9322 2.9539
C 3.8967 1.4368 3.2047
O 2.6701 1.3405 2.7016
C 3.9272 1.4821 4.7715
F 3.6979 0.2679 5.2978
F 5.0961 1.9134 5.2686
F 2.9752 2.2938 5.2527
C 4.5838 2.7499 2.6772
F 4.0621 3.8238 3.2872
F 4.3460 2.8933 1.3611
F 5.9155 2.8028 2.8367
N -1.6411 -5.0986 -3.2734
C -2.0716 -5.6301 -4.4722
C -2.3646 -6.9319 -4.8726
C -2.7823 -7.0922 -6.1766
C -2.9062 -5.9991 -7.0547
C -2.6122 -4.7162 -6.6494
C -2.1848 -4.5333 -5.3326
N -1.8225 -3.3700 -4.6743
C -1.5077 -3.7496 -3.4687
C -1.0588 -2.8241 -2.4202
C -0.8816 -3.2045 -1.0978
C -0.4597 -2.2706 -0.1737
N -0.2239 -0.9865 -0.4850
C -0.3652 -0.6307 -1.7747
C -0.7795 -1.5046 -2.7546
H -1.4005 -5.6138 -2.4462
H -2.2704 -7.7750 -4.2014
H -3.0215 -8.0843 -6.5358
H -3.2383 -6.1766 -8.0687
H -2.7024 -3.8715 -7.3185
H -1.0511 -4.2153 -0.7535
H -0.2611 -2.5572 0.8463
H -0.1409 0.3960 -2.0134
H -0.8769 -1.1722 -3.7777

Atoms 1-3, force components in eV/Å:
-0.6450 0.4758 -0.9341
0.2076 -0.0025 -0.0674
0.0119 -0.0235 0.0741

These are the Löwdin partial charges, in e, on atoms 1 to 2: W 1.7968; C -0.2561

---

| no. | M (g/mol) |
| --- | --- |
| 1 | 606.452 |
| 2 | 86.134 |
| 3 | 310.737 |
| 4 | 126.105 |
| 5 | 795.788 |
| 6 | 488.695 |
| 7 | 166.973 |
| 8 | 153.137 |
| 9 | 150.254 |
| 10 | 1071.378 |